15
Properties=species:S:1:pos:R:3:forces:R:3:lowdin_charge:R:1 method="wB97M-V/def2-TZVPD" charge=0 gap_ev=10.425 multiplicity=1 homo_energy_ha=-0.36101 relative_energy_kcal_mol=53.3 mol_weight_g_mol=104.1 smiles="O=CCCC=O.O"
O 1.645 -0.549 -2.166 0.198 0.403 -0.592 0.06
C 0.499 -0.648 -1.836 0.267 -0.029 2.059 -0.26
C -0.310 0.432 -1.105 -0.946 0.939 -0.835 -0.16
C 0.335 1.303 -0.034 2.335 -1.362 1.550 -0.14
C 1.180 0.411 0.928 -1.376 1.493 0.381 -0.26
O 1.334 0.761 2.070 0.254 -0.462 0.125 0.04
H 0.044 -1.655 -1.763 -0.344 0.084 -0.682 0.12
H -0.782 1.102 -1.836 0.144 -0.214 -0.250 0.12
H -1.167 -0.078 -0.656 0.140 -0.084 0.122 0.10
H -0.307 1.909 0.606 -0.555 -0.385 -0.240 0.12
H 1.170 2.006 -0.196 -0.412 -0.024 -1.450 0.13
H 1.650 -0.485 0.529 0.241 -0.424 -0.207 0.12
O -1.592 -1.774 1.666 0.421 -0.381 -0.437 -0.06
H -1.158 -0.969 1.973 -0.605 -0.050 0.231 0.02
H -2.542 -1.766 1.819 0.238 0.496 0.225 0.04

=====

120
Properties=species:S:1:pos:R:3:forces:R:3:lowdin_charge:R:1 method="wB97M-V/def2-TZVPD" charge=+5 gap_ev=0.590 multiplicity=1 homo_energy_ha=-0.45519 mol_weight_g_mol=834.9
C -19.649 4.330 27.561 1.965 -0.245 -1.586 -0.07
C -20.282 3.040 27.197 -1.651 0.071 -1.678 -0.15
N -21.804 3.073 27.313 1.641 2.136 -1.025 -0.03
C -22.558 2.203 27.942 -3.189 -1.264 0.709 -0.04
C -23.895 2.531 27.782 -0.276 0.969 -0.667 0.05
N -23.915 3.674 26.903 2.639 -0.262 3.037 -0.04
C -22.601 4.023 26.812 -1.468 -0.960 -1.141 -0.01
C -25.056 4.582 26.610 0.866 -1.938 -1.009 0.05
H -19.653 4.634 28.575 -0.361 0.124 1.031 0.08
H -19.963 5.145 26.889 0.168 -0.253 0.369 0.09
H -18.588 4.059 27.302 -0.617 0.952 0.315 0.11
H -19.858 2.161 27.625 -0.308 -0.502 1.355 0.12
H -20.045 2.809 26.142 -0.510 0.483 0.123 0.13
H -22.113 1.400 28.448 0.211 -0.937 0.713 0.13
H -24.826 2.209 28.294 1.018 -0.059 -0.759 0.15
H -22.307 4.887 26.294 0.592 0.824 -0.556 0.15
H -25.846 4.291 27.241 -0.982 0.073 0.702 0.09
H -25.303 4.436 25.586 -0.642 -0.709 -0.847 0.09
H -24.832 5.602 26.581 0.800 1.574 1.055 0.09
C -6.589 -3.723 12.018 -2.864 0.102 1.258 -0.08
C -5.889 -4.868 12.616 0.718 -2.026 1.634 -0.12
N -6.739 -5.802 13.501 1.283 0.818 -0.110 -0.02
C -6.153 -6.707 14.375 0.718 1.189 -1.862 0.00
C -7.081 -7.157 15.178 -1.760 -0.604 0.779 -0.01
N -8.268 -6.543 14.829 0.217 0.817 -0.252 -0.08
C -7.989 -5.669 13.848 -1.220 -0.362 -0.494 -0.02
C -9.515 -6.770 15.538 -0.179 0.087 0.453 0.02
H -7.401 -4.121 11.407 0.354 0.228 -0.728 0.09
H -5.933 -3.081 11.524 1.090 0.666 -1.289 0.08
H -7.146 -3.049 12.694 0.517 -0.399 0.388 0.10
H -5.116 -4.666 13.382 0.045 0.505 -1.064 0.14
H -5.502 -5.504 11.804 0.120 0.164 0.515 0.15
H -5.130 -6.888 14.303 1.373 -0.458 0.026 0.13
H -7.039 -7.880 15.949 0.030 -0.445 0.529 0.14
H -8.648 -5.017 13.289 -0.279 -0.175 0.502 0.17
H -10.330 -6.158 15.150 0.265 -0.019 -0.109 0.10
H -9.350 -6.524 16.596 -0.185 -0.118 -0.307 0.11
H -9.774 -7.820 15.438 -0.126 -0.050 0.052 0.11
C -16.874 3.789 9.363 -1.471 1.034 -2.682 -0.02
C -17.868 3.304 10.361 -0.671 -3.483 -4.461 -0.09
N -19.355 3.033 9.396 4.781 0.134 4.795 0.05
C -19.675 1.784 9.198 -2.359 -0.979 -1.283 0.00
C -20.826 1.860 8.312 -1.831 0.277 0.117 0.06
N -21.116 3.175 8.230 -3.140 -1.474 -2.515 -0.04
C -20.162 4.030 8.821 2.805 -1.200 -5.157 -0.43
C -22.417 3.804 7.629 -2.339 -5.202 5.058 0.09
H -17.042 4.854 8.924 -0.421 -1.688 1.085 0.14
H -16.979 3.096 8.463 0.825 0.771 1.259 0.12
H -15.895 3.905 9.743 1.144 -0.552 0.576 0.08
H -18.324 3.960 10.990 -0.505 1.204 2.980 0.12
H -7.605 2.200 29.766 0.278 0.184 0.162 0.12
H -19.294 0.912 9.758 0.111 0.786 -0.817 0.15
H -21.644 1.172 7.849 2.197 0.833 1.160 0.18
H -19.415 4.595 8.015 -1.889 -0.938 1.551 0.24
H -22.037 4.401 6.965 1.225 4.012 -3.772 0.03
H -23.085 4.187 8.479 1.566 0.199 -1.215 0.14
H -23.138 3.031 7.199 1.694 0.616 0.188 0.13
C -18.323 6.078 19.877 -1.457 -0.178 -0.920 -0.08
C -18.144 6.586 18.394 0.888 0.270 2.303 -0.13
N -16.797 7.205 18.315 1.822 0.645 -0.002 -0.03
C -15.623 6.913 19.090 -3.060 -2.266 0.706 -0.06
C -14.627 7.662 18.751 0.535 3.761 -3.798 0.02
N -15.152 8.526 17.644 0.320 -1.583 2.656 -0.05
C -16.451 8.200 17.481 0.796 0.007 0.305 -0.01
C -14.470 9.700 17.005 -3.381 -1.043 0.212 0.05
H -19.441 5.928 20.018 1.384 0.156 0.042 0.09
H -17.989 6.909 20.507 -0.184 -0.366 0.155 0.08
H -17.823 5.123 20.168 -0.191 0.847 -0.523 0.07
H -18.887 7.352 18.219 0.051 0.357 -0.049 0.13
H -18.266 5.868 17.626 0.092 -0.960 -0.568 0.11
H -15.600 6.140 19.836 -0.308 -0.072 -0.002 0.12
H -13.600 7.781 19.033 0.027 -0.186 0.235 0.13
H -17.163 8.658 16.772 0.418 -0.071 -0.298 0.12
H -14.387 10.534 17.686 0.623 -0.106 0.347 0.10
H -15.347 9.919 16.397 0.748 0.913 -1.062 0.09
H -13.640 9.376 16.434 0.814 -0.009 -0.333 0.09
C -23.576 -6.249 15.137 -2.104 -1.590 1.368 -0.08
C -23.302 -5.118 16.100 0.068 0.198 0.260 -0.14
N -23.078 -5.582 17.536 -1.104 -0.245 -0.854 -0.02
C -23.138 -6.878 18.066 0.939 1.299 -0.173 0.03
C -22.621 -6.770 19.333 -1.801 -1.453 -0.970 0.01
N -22.463 -5.417 19.585 0.859 -2.475 2.285 -0.09
C -22.771 -4.748 18.522 1.019 1.910 -1.979 -0.06
C -22.083 -4.914 20.892 -0.018 1.388 0.572 0.02
H -24.601 -6.681 15.413 1.476 0.074 -0.115 0.12
H -22.827 -7.056 15.072 -0.212 0.487 0.300 0.10
H -23.804 -5.942 14.147 0.299 0.881 -0.910 0.07
H -24.112 -4.374 16.104 0.079 -0.491 0.117 0.13
H -22.417 -4.575 15.789 0.377 -0.006 0.257 0.12
H -23.557 -7.701 17.496 0.423 0.095 0.190 0.14
H -22.608 -7.662 19.989 0.394 1.359 0.157 0.16
H -22.539 -3.675 18.370 -0.503 -0.890 0.240 0.19
H -21.516 -5.560 21.533 0.445 -1.034 -0.487 0.10
H -22.966 -4.724 21.482 -0.433 0.372 -0.056 0.11
H -21.478 -4.007 20.810 -0.316 -0.017 -0.210 0.11
C -9.111 1.089 28.167 0.759 1.328 -1.864 -0.09
C -8.494 0.475 26.933 0.436 -0.288 0.940 -0.32
C -9.445 -0.370 26.214 -1.573 -0.639 -1.431 -0.22
O -8.744 -0.611 25.022 0.369 -1.074 -1.206 -0.23
C -9.010 -1.896 24.451 1.153 -0.538 0.740 -0.05
N -8.037 1.581 25.989 -0.044 -0.282 -0.754 0.23
H -7.147 1.917 26.327 0.424 0.373 0.049 0.17
H -7.916 1.204 25.019 -0.058 -0.029 0.881 0.18
H -8.678 2.373 25.927 -0.110 -0.049 0.228 0.18
H -10.124 1.416 28.028 -0.735 -0.133 -0.318 0.09
H -8.552 2.007 28.257 0.231 0.532 1.064 -0.03
H -9.036 0.525 29.034 0.300 -1.088 1.492 0.06
H -7.569 -0.163 27.057 -0.934 0.951 0.368 0.19
H -10.453 0.086 25.974 0.975 -0.048 0.369 0.16
H -9.690 -1.286 26.783 0.423 0.252 -0.115 0.16
H -10.033 -1.924 24.256 -1.854 -0.158 -1.004 0.06
H -8.887 -2.664 25.236 0.492 0.136 -0.393 0.10
H -8.394 -2.133 23.552 -0.414 0.584 0.885 0.12
As -17.171 8.634 13.313 3.150 6.944 3.818 0.99
F -17.822 9.007 15.137 -0.197 -0.434 0.481 -0.54
F -20.833 4.907 9.452 -0.720 2.710 3.161 0.18
F -16.855 7.517 12.168 -0.495 -4.249 -3.790 -0.38
F -16.050 7.613 14.306 0.075 -1.194 0.887 -0.49
F -17.539 1.969 10.752 -0.993 3.169 -0.097 0.01
F -18.819 8.905 12.997 -2.493 -1.289 -0.880 -0.40